Record 1
Molecular formula: C17H15NOS2
Method: DFT, wB97M-V/def2-TZVPD

Cartesian coordinates (Å):
S (4.58, 2.90, 3.72)
S (4.59, 2.91, 0.70)
O (3.15, 0.47, 2.20)
N (-3.53, -0.49, 2.22)
C (7.95, 0.15, 3.41)
C (-0.95, -0.14, 2.20)
C (0.94, 1.37, 2.17)
C (3.44, 5.02, 2.22)
C (7.87, 0.06, 0.99)
C (6.19, 1.34, 2.21)
C (8.48, -0.31, 2.19)
C (6.73, 0.87, 0.99)
C (1.29, -1.06, 2.19)
C (-2.37, -0.34, 2.21)
C (3.28, 4.14, 3.45)
C (5.06, 2.28, 2.21)
C (1.90, 0.28, 2.19)
C (-0.07, -1.24, 2.20)
C (-0.42, 1.16, 2.19)
C (6.81, 0.96, 3.41)
C (3.36, 4.23, 0.94)
H (2.32, 3.61, 3.47)
H (4.38, 5.57, 2.27)
H (-0.49, -2.25, 2.20)
H (3.56, 4.89, 0.08)
H (3.37, 4.76, 4.36)
H (6.41, 1.31, 4.37)
H (9.37, -0.94, 2.19)
H (1.35, 2.38, 2.15)
H (8.42, -0.12, 4.35)
H (6.26, 1.14, 0.05)
H (2.37, 3.75, 0.80)
H (2.61, 5.75, 2.22)
H (1.97, -1.90, 2.19)
H (8.27, -0.28, 0.04)
H (-1.10, 2.02, 2.19)

- orbital gap (Ha) = 0.1592
- lowest unoccupied orbital energy (eV) = -2.071
- relative energy (zero: lowest compared OMol25 entry of this formula, charge and spin) (kJ/mol) = 0.0



Record 2
Molecular formula: C2H10NS
Method: DFT, wB97M-V/def2-TZVPD

Cartesian coordinates (Å):
S (0.17, 0.11, -0.12)
N (-2.23, -1.27, 0.98)
C (0.57, 1.89, 0.10)
C (1.47, -0.60, -1.09)
H (-1.67, -2.07, 1.00)
H (-2.33, -0.87, 1.91)
H (0.94, 2.12, -0.88)
H (1.37, -1.65, -1.18)
H (1.65, -0.41, -2.14)
H (-3.13, -1.38, 0.48)
H (0.42, -0.36, 1.29)
H (-0.37, 2.21, 0.43)
H (2.38, -0.31, -0.60)
H (1.41, 2.15, 0.67)

- orbital gap (Ha) = 0.3420
- total charge = +1
- lowest unoccupied orbital energy (eV) = -4.220
- relative energy (zero: lowest compared OMol25 entry of this formula, charge and spin) (kJ/mol) = 200.1



Record 3
Molecular formula: C7H10
Method: DFT, wB97M-V/def2-TZVPD

Cartesian coordinates (Å):
C (1.78, 1.28, -0.87)
C (-1.34, -0.55, 2.69)
C (0.64, 0.29, -0.83)
C (-0.96, -0.77, 1.24)
C (0.01, 0.13, 0.66)
C (-0.28, -0.73, -3.01)
C (0.13, -0.21, -1.91)
H (2.13, 1.43, -1.94)
H (2.83, 1.09, -0.36)
H (1.28, 2.16, -0.45)
H (-0.83, -0.07, -3.78)
H (-1.18, 0.54, 3.10)
H (-1.24, -1.72, 0.87)
H (-0.10, -1.84, -3.22)
H (-2.39, -0.70, 2.91)
H (-0.83, -1.19, 3.40)
H (0.33, 0.87, 1.49)

- orbital gap (Ha) = 0.3450
- structure (SMILES) = C=C=C(C)/C=C/C
- lowest unoccupied orbital energy (eV) = 0.972
- relative energy (zero: lowest compared OMol25 entry of this formula, charge and spin) (kJ/mol) = 364.8



Record 4
Molecular formula: C4H7NO2
Method: DFT, wB97M-V/def2-TZVPD

Cartesian coordinates (Å):
O (0.94, -2.40, -1.04)
O (1.66, -0.50, 1.26)
N (-0.44, 0.29, 0.25)
C (-0.98, -0.78, -0.60)
C (-0.65, 1.63, -0.25)
C (0.43, -1.37, -0.69)
C (0.96, -0.17, 0.10)
H (-1.71, 1.77, -0.50)
H (-0.35, 2.38, 0.49)
H (-1.40, -0.41, -1.54)
H (1.53, 0.55, -0.51)
H (-1.72, -1.42, -0.11)
H (-0.07, 1.79, -1.17)
H (1.81, -1.46, 1.24)

- orbital gap (Ha) = 0.3774
- structure (SMILES) = CN1CC(=O)[C@@H]1O
- lowest unoccupied orbital energy (eV) = 0.737
- relative energy (zero: lowest compared OMol25 entry of this formula, charge and spin) (kJ/mol) = 222.9



Record 5
Molecular formula: C6H17N3
Method: DFT, wB97M-V/def2-TZVPD

Cartesian coordinates (Å):
N (-2.02, 0.69, -1.94)
N (2.25, 0.28, 1.50)
N (0.96, 0.88, -1.47)
C (1.71, -0.11, -1.04)
C (1.12, -1.47, -1.26)
C (-1.31, 0.57, 1.51)
C (2.15, -0.97, 2.22)
C (-2.53, 1.06, -0.61)
C (-1.96, 0.16, 0.44)
H (1.43, 0.85, 1.68)
H (-3.63, 1.02, -0.56)
H (-2.14, -0.90, 0.28)
H (1.25, -1.57, 1.99)
H (-1.14, 1.62, 1.71)
H (3.02, -1.58, 1.99)
H (2.15, -0.79, 3.30)
H (1.67, -1.95, -2.08)
H (-0.96, -0.12, 2.26)
H (-2.22, 2.09, -0.42)
H (-2.29, -0.26, -2.16)
H (-0.02, 0.78, -1.77)
H (1.29, 1.83, -1.36)
H (0.05, -1.46, -1.51)
H (1.27, -2.07, -0.37)
H (-2.42, 1.29, -2.65)
H (2.28, 0.13, 0.32)

- orbital gap (Ha) = 0.2884
- lowest unoccupied orbital energy (eV) = 0.720
- relative energy (zero: lowest compared OMol25 entry of this formula, charge and spin) (kJ/mol) = 340.7



Record 6
Molecular formula: C26H20BrN3O5Sm
Method: DFT, wB97M-V/def2-TZVPD

Cartesian coordinates (Å):
Sm (0.02, 0.08, 0.20)
Br (-0.05, 2.80, 7.36)
O (2.04, -0.20, 0.93)
O (-1.99, -0.46, 0.74)
O (-3.42, -1.91, 1.73)
O (3.52, -1.55, 1.99)
O (-0.03, -3.76, 5.22)
N (-0.05, 2.40, 1.29)
N (0.04, -1.51, 1.86)
N (0.00, 2.07, -1.52)
C (-1.29, -2.85, -1.23)
C (1.43, -2.33, -1.19)
C (0.06, 3.13, -3.67)
C (0.06, 2.01, -2.84)
C (-0.09, 4.45, -1.70)
C (2.41, -1.16, 1.76)
C (-1.17, -2.71, 3.48)
C (-0.25, 1.43, 3.48)
C (-0.13, 3.40, 0.52)
C (-0.07, 3.29, -0.95)
C (1.26, -2.56, 3.58)
C (-0.02, 4.37, -3.08)
C (0.19, 3.85, 4.73)
C (-0.04, 2.57, 2.71)
C (0.57, -1.55, -1.97)
C (-0.80, -1.80, -2.01)
C (-1.73, -1.02, -2.90)
C (-0.04, 2.70, 5.48)
C (1.20, -1.80, 2.44)
C (-0.27, 1.49, 4.86)
C (-1.12, -1.95, 2.35)
C (0.04, -3.03, 4.10)
C (-0.44, -3.64, -0.48)
C (0.92, -3.39, -0.46)
C (-2.33, -1.43, 1.57)
C (0.20, 3.78, 3.35)
H (0.85, -3.92, 5.59)
H (0.42, 4.68, 2.80)
H (-2.36, -3.05, -1.23)
H (-2.11, -3.06, 3.89)
H (1.01, -0.84, -2.67)
H (-0.85, -4.47, 0.09)
H (-1.29, -0.87, -3.89)
H (-0.15, 5.41, -1.20)
H (-2.67, -1.56, -3.04)
H (-0.02, 5.27, -3.69)
H (-0.22, 4.41, 0.91)
H (2.21, -2.78, 4.04)
H (-0.44, 0.60, 5.45)
H (0.39, 4.79, 5.23)
H (-0.41, 0.49, 2.98)
H (-1.99, -0.05, -2.48)
H (2.50, -2.15, -1.22)
H (0.12, 3.00, -4.74)
H (0.12, 1.02, -3.28)
H (1.59, -4.01, 0.12)

- orbital gap (spin up / spin down) (Ha) = 0.2728 / 0.2730
- multiplicity = 6
- ⟨S²⟩ = 8.76
- total charge = +1
- lowest unoccupied orbital energy (spin up / spin down) (eV) = -4.187 / -4.181
- relative energy (zero: lowest compared OMol25 entry of this formula, charge and spin) (kJ/mol) = 10.4



Calculated values (eV) of total energy for the records, taken in order: -43078.1119; -14552.9910; -7417.2541; -9844.9694; -10964.6752; -129940.0316.